(1)
Density functional theory data (ωB97M-V/def2-TZVPD) for a molecular structure, C22H42GdNOP3S in a non-equilibrium geometry.

Results
ΔE to the lowest compared entry with this formula, charge and spin: 0.0 kcal per mole
E: -86543.3735 eV
highest occupied orbital energy (alpha / beta): -14.09 / -14.09 eV
total charge: +3
expectation value of S²: 16.050
LUMO level (alpha / beta): -10.59 / -11.87 eV
spin multiplicity: 8

Structure (XYZ):
```
71
Properties=species:S:1:pos:R:3:lowdin_charge:R:1
H 0.31 -3.83 0.43 0.047
H 2.19 -3.50 -2.40 0.078
H 2.84 -2.95 -0.84 0.053
H -0.23 -2.72 -3.40 0.080
H -6.74 2.27 -4.39 0.113
S 3.03 1.14 -1.30 0.601
P -1.62 -0.29 1.38 0.699
H -6.49 0.51 -6.12 0.116
H 2.45 -2.33 3.87 0.079
H -1.32 -1.54 -2.63 0.017
C 3.73 -0.06 2.75 -0.246
C -5.78 1.09 -2.85 -0.077
H 4.03 -0.40 3.76 0.078
C 5.37 1.40 0.10 -0.074
C -2.87 -0.56 0.07 -0.266
H -2.85 0.29 -0.64 0.048
H -3.39 0.86 2.66 0.079
H -1.75 1.18 3.33 0.050
H 4.41 4.99 1.10 0.152
C -5.27 -0.80 -4.88 -0.004
C -0.30 2.73 -0.20 -0.146
C 4.15 1.94 -0.29 -0.724
H -4.80 -0.33 -1.55 0.078
C -0.27 -1.81 -2.79 -0.245
H -0.09 2.90 2.00 0.086
H -2.78 -1.97 2.76 0.081
H -5.94 1.81 -2.07 0.100
H -1.39 2.67 -0.27 0.085
C -2.34 1.06 2.40 -0.236
C 5.87 3.38 1.41 -0.001
P 1.93 -0.41 2.49 0.716
H 1.90 -0.14 4.88 0.078
H -0.04 -4.41 -1.22 0.081
H 0.19 -0.99 -3.35 0.062
H -5.19 -1.58 -5.63 0.120
C 0.40 2.86 1.01 -0.112
H 2.45 -2.76 2.12 0.053
H 3.01 3.65 -0.21 0.130
H -1.34 -2.64 1.94 0.032
C -6.24 1.33 -4.16 -0.076
H 1.45 3.21 1.03 0.063
C -6.04 0.35 -5.14 -0.067
C 2.26 -2.65 -1.73 -0.244
O -3.41 -1.46 -3.35 -0.009
H -3.88 -0.64 0.49 0.076
H 7.20 1.69 1.21 0.142
H 0.90 -2.57 2.98 0.031
C 1.29 0.25 4.06 -0.247
H -2.65 -1.47 -0.51 0.039
C 6.24 2.12 0.93 0.019
C -0.16 -3.56 -0.53 -0.238
H 0.25 -0.04 4.20 0.030
C -1.74 -1.76 2.47 -0.236
Gd 0.74 0.45 0.06 0.927
H 5.62 0.40 -0.27 0.129
C 4.71 3.96 0.92 0.004
C 1.93 -2.20 2.91 -0.233
H 1.35 1.34 4.05 0.054
H 2.82 -1.84 -2.22 0.032
N 3.87 3.24 0.11 0.063
H 0.21 2.89 -1.17 0.082
H -1.23 -3.41 -0.35 0.043
H -2.29 2.01 1.84 0.036
C -4.63 -0.85 -3.62 -0.299
P 0.61 -2.06 -1.21 0.700
H -1.14 -1.61 3.38 0.036
H 6.46 3.91 2.14 0.136
H 3.92 1.02 2.64 0.040
H -3.12 -2.11 -4.00 0.112
H 4.32 -0.58 1.98 0.056
C -5.09 -0.08 -2.57 -0.059
```

***

(2)
Density functional theory data (ωB97M-V/def2-TZVPD) for C2H4N2S3 in the gas phase in a non-equilibrium geometry.

Results
ΔE to the lowest compared entry with this formula, charge and spin: 63.2 kcal per mole
E: -37621.6833 eV
highest occupied orbital energy: -9.00 eV
structure (SMILES): NNC(=S)C(=S)S
LUMO level: -1.44 eV
spin multiplicity: 1

Structure (XYZ):
```
11
Properties=species:S:1:pos:R:3:lowdin_charge:R:1
H 1.54 1.58 -0.13 0.179
H -0.56 1.85 1.49 0.115
N -0.42 1.86 0.40 -0.061
S 2.01 -1.06 -0.77 0.734
H -1.22 1.41 -0.32 0.024
H 0.72 -2.50 0.07 -0.104
C 0.67 -0.31 -0.28 -0.959
C -0.67 -0.95 -0.33 -1.212
S -2.12 -0.41 -0.97 0.668
N 0.73 0.95 0.32 -0.135
S -0.68 -2.42 0.54 0.750
```

***

(3)
Density functional theory data (ωB97M-V/def2-TZVPD) for CH3BrS in the gas phase in a non-equilibrium geometry.

Results
ΔE to the lowest compared entry with this formula, charge and spin: 77.1 kcal per mole
E: -81959.6376 eV
highest occupied orbital energy (alpha / beta): -9.54 / -8.87 eV
LUMO level (alpha / beta): -0.69 / -1.98 eV
spin multiplicity: 1

Structure (XYZ):
```
6
Properties=species:S:1:pos:R:3:lowdin_charge:R:1
C 1.35 -0.97 -0.54 -0.462
Br -0.43 -0.42 -0.39 0.578
H 1.62 -1.77 0.16 -0.014
H 2.11 -0.23 -0.79 -0.009
H -2.53 2.30 0.61 -0.290
S -2.13 1.08 0.95 0.197
```

***

(4)
Density functional theory data (ωB97M-V/def2-TZVPD) for C7H10 in the gas phase.

Results
ΔE to the lowest compared entry with this formula, charge and spin: 26.9 kcal per mole
E: -7419.8668 eV
highest occupied orbital energy: -8.70 eV
structure (SMILES): C[C@@H]1[C@@H]2C=CC[C@H]12
LUMO level: 1.17 eV
spin multiplicity: 1

Structure (XYZ):
```
17
Properties=species:S:1:pos:R:3:lowdin_charge:R:1
C -0.49 0.47 -1.05 -0.274
H -1.19 -1.64 -1.00 0.131
H 1.50 -1.31 -0.10 0.111
C -0.49 0.39 1.56 -0.066
H -2.29 0.55 0.27 0.128
H 0.42 -2.47 0.68 0.109
C 0.80 1.22 -1.26 -0.063
C 0.53 -1.41 0.42 -0.153
C -1.23 0.30 0.27 -0.190
H 1.29 0.87 -2.17 0.079
C 0.47 -0.53 1.65 -0.096
H -0.75 1.10 2.34 0.101
H 1.13 -0.67 2.51 0.098
C -0.61 -0.90 -0.46 -0.195
H 1.50 1.10 -0.42 0.071
H 0.59 2.29 -1.38 0.077
H -1.19 0.61 -1.87 0.132
```